Entry from OMol25: C45H63BGeN4OS3Tl as an isolated structure (the ωB97M-V functional and the def2-TZVPD basis).

Each line ends with the Mulliken charge.
Positions of all 119 atoms, in Å:
Tl  0.642  0.136  0.166  3.40
C  3.663  2.359  2.567  0.00
C  2.435  2.903  3.282  -1.43
S  0.868  2.028  2.984  0.47
C  -0.160  3.454  2.590  0.26
C  0.247  4.282  1.369  -1.90
S  0.454  3.317  -0.142  0.57
C  2.063  3.846  -0.764  -0.98
C  3.252  3.714  0.181  -1.11
S  3.507  2.038  0.800  0.51
H  3.938  1.405  2.991  -0.52
H  4.506  3.032  2.737  0.67
H  2.263  3.947  3.022  0.65
H  2.637  2.878  4.353  0.66
H  -0.196  4.106  3.464  0.81
H  -1.162  3.055  2.450  -1.03
H  1.165  4.837  1.556  0.81
H  -0.538  5.015  1.183  0.76
H  1.990  4.879  -1.104  0.57
H  2.205  3.222  -1.650  0.15
H  3.140  4.377  1.039  0.47
H  4.150  4.041  -0.345  0.64
N  4.296  0.369  -2.637  -0.38
C  3.115  -0.245  -2.362  -0.19
N  3.004  -1.547  -2.707  -0.04
O  2.191  0.369  -1.805  0.18
H  5.102  -0.148  -2.937  0.18
H  4.450  1.258  -2.197  0.25
H  3.719  -2.025  -3.224  0.19
H  2.108  -1.999  -2.599  -0.27
Ge  2.517  -1.488  1.003  -0.39
C  3.320  -1.112  2.721  -0.11
C  4.713  -1.109  2.829  -0.17
C  5.324  -0.884  4.058  -0.67
C  4.550  -0.658  5.190  -0.57
C  3.162  -0.677  5.098  -0.89
C  2.553  -0.910  3.871  0.32
C  2.174  -3.400  1.029  0.79
C  2.718  -4.184  0.010  -0.38
C  2.641  -5.572  0.062  -0.64
C  2.019  -6.193  1.136  -0.68
C  1.487  -5.424  2.167  -0.60
C  1.570  -4.039  2.113  -0.40
H  3.613  -1.294  -0.061  -0.33
H  5.328  -1.272  1.949  0.33
H  6.406  -0.881  4.131  0.43
H  5.026  -0.477  6.147  0.38
H  2.555  -0.513  5.981  0.45
H  1.468  -0.912  3.814  0.43
H  3.213  -3.710  -0.833  0.33
H  3.073  -6.168  -0.734  0.51
H  1.962  -7.274  1.181  0.40
H  1.018  -5.905  3.018  0.45
H  1.171  -3.459  2.942  0.42
C  0.183  0.001  -4.328  -0.95
C  -0.303  -1.451  -4.482  0.24
C  -1.672  -1.491  -5.177  -1.71
C  -0.277  -2.328  -3.224  0.42
C  0.406  -3.543  -3.308  -0.87
C  0.395  -4.466  -2.271  -1.46
C  -0.344  -4.217  -1.130  0.25
C  -1.062  -3.030  -1.000  0.41
C  -2.027  -2.845  0.162  1.47
C  -1.383  -3.004  1.535  -1.18
C  -3.202  -3.815  0.004  -1.89
C  -0.971  -2.079  -2.026  -0.50
N  -1.663  -0.842  -1.814  0.73
B  -1.288  0.266  -0.984  -1.13
N  -2.463  1.093  -0.942  0.46
C  -3.483  0.439  -1.645  -1.21
C  -3.012  -0.710  -2.158  -1.17
C  -2.796  2.276  -0.204  -0.28
C  -2.764  3.529  -0.837  0.32
C  -3.015  4.645  -0.040  -1.04
C  -3.359  4.526  1.300  -1.51
C  -3.475  3.271  1.871  0.41
C  -3.194  2.124  1.131  0.22
C  -3.388  0.756  1.772  1.72
C  -2.413  0.503  2.920  -1.13
C  -4.836  0.582  2.239  -1.89
C  -2.638  3.777  -2.342  0.30
C  -4.015  3.652  -3.012  -1.62
C  -1.608  2.988  -3.155  -0.90
H  -0.284  0.634  -5.086  0.47
H  1.262  0.078  -4.460  0.13
H  -0.058  0.421  -3.354  -0.07
H  0.386  -1.952  -5.163  0.65
H  -2.398  -0.855  -4.672  0.29
H  -2.071  -2.507  -5.229  0.38
H  -1.569  -1.116  -6.198  0.51
H  0.942  -3.775  -4.225  0.33
H  0.947  -5.394  -2.368  0.43
H  -0.377  -4.958  -0.336  0.60
H  -2.433  -1.836  0.107  -0.94
H  -1.019  -4.021  1.695  0.38
H  -2.115  -2.786  2.318  0.59
H  -0.533  -2.330  1.668  -0.23
H  -2.856  -4.853  0.028  0.38
H  -3.723  -3.658  -0.944  0.35
H  -3.921  -3.680  0.816  0.45
H  -4.476  0.858  -1.709  0.77
H  -3.526  -1.460  -2.739  0.71
H  -2.979  5.629  -0.498  0.44
H  -3.567  5.414  1.887  0.42
H  -3.789  3.176  2.906  0.41
H  -3.200  0.000  1.014  -0.76
H  -2.519  1.250  3.714  0.33
H  -1.376  0.524  2.578  -0.22
H  -2.592  -0.480  3.367  0.55
H  -5.079  1.271  3.054  0.37
H  -4.996  -0.436  2.606  0.44
H  -5.541  0.766  1.424  0.39
H  -2.365  4.832  -2.416  0.72
H  -4.299  2.607  -3.141  0.28
H  -3.986  4.107  -4.005  0.47
H  -4.794  4.155  -2.432  0.37
H  -1.892  1.938  -3.258  -0.19
H  -0.610  3.035  -2.723  -0.01
H  -1.560  3.411  -4.163  0.62

Values from the calculation:
Charge: +1
ΔE to the lowest compared entry with this formula, charge and spin, kcal/mol: 0.00
F_max, hartree/bohr: 0.0110

Entry from OMol25: C45H64Br3F3NO18 as an isolated structure at a distorted geometry (the ωB97M-V functional and the def2-TZVPD basis).

Each line ends with the Löwdin spin population.
Positions of all 134 atoms, in Å:
C  1.823  -0.481  -0.878  0.00
C  0.341  -0.277  -0.764  0.00
C  0.115  0.759  0.396  0.00
O  -1.213  1.180  0.376  0.00
C  -1.700  1.956  1.468  0.00
N  -0.249  0.333  -2.116  0.00
H  -0.267  -0.401  -2.809  0.00
H  -1.201  0.563  -1.872  0.00
H  0.248  1.162  -2.409  0.00
H  2.071  -1.170  -0.070  0.00
H  2.362  0.465  -0.832  0.00
H  2.051  -1.134  -1.721  0.00
H  -0.192  -1.202  -0.542  0.00
H  0.800  1.606  0.439  0.00
H  0.385  0.281  1.337  0.00
H  -1.591  1.524  2.462  0.00
H  -2.782  2.072  1.418  0.00
H  -1.193  2.907  1.632  0.00
C  -0.460  -3.272  -2.952  0.00
O  -1.077  -2.182  -3.669  0.00
H  0.018  -4.025  -3.579  0.00
H  0.229  -2.789  -2.260  0.00
H  -1.216  -3.702  -2.294  0.00
C  1.799  3.755  -2.507  0.00
O  1.037  2.840  -3.219  0.00
H  1.977  3.397  -1.493  0.00
H  2.796  3.869  -2.931  0.00
H  1.367  4.756  -2.488  0.00
C  -3.211  4.600  -4.863  0.00
C  -2.304  3.534  -4.268  0.00
C  -2.945  2.727  -3.095  0.00
O  -2.922  1.393  -3.588  0.00
C  -2.302  1.304  -4.811  0.00
O  -2.192  0.309  -5.473  0.00
O  -2.029  2.575  -5.265  0.00
H  -4.149  4.175  -5.222  0.00
H  -2.806  5.038  -5.775  0.00
H  -3.561  5.362  -4.166  0.00
H  -1.366  3.984  -3.945  0.00
H  -4.000  2.998  -3.092  0.00
H  -2.318  2.742  -2.204  0.00
C  3.543  -4.776  4.956  0.00
C  3.315  -3.300  5.308  0.00
C  4.447  -2.308  4.998  0.00
O  3.898  -1.461  3.985  0.00
C  2.577  -1.765  3.850  0.00
O  1.857  -1.251  3.045  0.00
O  2.341  -2.955  4.370  0.00
H  2.619  -5.311  4.737  0.00
H  4.055  -5.316  5.753  0.00
H  4.200  -4.905  4.096  0.00
H  3.019  -3.313  6.357  0.00
H  5.330  -2.830  4.628  0.00
H  4.829  -1.722  5.833  0.00
C  -3.243  -2.921  -0.573  0.00
C  -4.017  -1.854  -1.439  0.00
C  -5.550  -1.803  -1.338  0.00
O  -5.811  -0.419  -1.361  0.00
C  -4.680  0.229  -1.014  0.00
O  -4.665  1.393  -0.663  0.00
O  -3.651  -0.536  -0.928  0.00
H  -2.246  -2.483  -0.628  0.00
H  -3.355  -3.896  -1.047  0.00
H  -3.670  -2.879  0.429  0.00
H  -3.557  -1.851  -2.427  0.00
H  -5.876  -2.310  -0.430  0.00
H  -5.930  -2.338  -2.208  0.00
C  0.071  -5.731  3.412  0.00
C  0.563  -5.633  1.960  0.00
C  -0.085  -4.501  1.197  0.00
O  1.092  -3.855  0.676  0.00
C  2.216  -4.413  1.135  0.00
O  3.324  -4.043  0.810  0.00
O  1.956  -5.394  2.014  0.00
H  -0.918  -6.189  3.428  0.00
H  -0.022  -4.703  3.762  0.00
H  0.759  -6.253  4.077  0.00
H  0.299  -6.566  1.461  0.00
H  -0.680  -3.792  1.771  0.00
H  -0.735  -4.988  0.470  0.00
C  3.733  -0.802  -4.370  0.00
C  2.485  0.074  -4.453  0.00
C  2.633  1.082  -5.564  0.00
O  1.708  0.568  -6.421  0.00
C  0.975  -0.375  -5.895  0.00
O  0.054  -0.909  -6.427  0.00
O  1.473  -0.768  -4.731  0.00
H  4.660  -0.231  -4.317  0.00
H  3.778  -1.610  -5.100  0.00
H  3.655  -1.343  -3.427  0.00
H  2.310  0.659  -3.550  0.00
H  3.574  1.218  -6.096  0.00
H  2.320  2.088  -5.284  0.00
F  -5.491  -1.611  5.463  0.00
C  -4.375  -1.456  4.686  0.00
C  -4.520  -0.933  3.400  0.00
C  -3.421  -0.897  2.558  0.00
C  -2.173  -1.294  3.092  0.00
C  -2.069  -1.785  4.434  0.00
C  -3.213  -1.911  5.222  0.00
H  -5.491  -0.564  3.104  0.00
H  -3.418  -0.529  1.542  0.00
H  -1.359  -1.200  2.388  0.00
H  -1.108  -1.984  4.885  0.00
H  -3.142  -2.328  6.216  0.00
F  5.959  -1.048  -2.188  0.00
C  5.508  -0.149  -1.257  0.00
C  5.605  1.220  -1.485  0.00
C  5.023  2.100  -0.574  0.00
C  4.446  1.554  0.542  0.00
C  4.537  0.191  0.875  0.00
C  5.039  -0.640  -0.063  0.00
H  5.831  1.597  -2.472  0.00
H  4.894  3.154  -0.769  0.00
H  3.888  2.142  1.255  0.00
H  4.063  -0.231  1.750  0.00
H  5.099  -1.692  0.176  0.00
F  -0.032  4.146  4.598  0.00
C  0.130  4.645  3.379  0.00
C  1.296  4.292  2.608  0.00
C  1.487  4.846  1.339  0.00
C  0.515  5.771  0.916  0.00
C  -0.542  6.157  1.665  0.00
C  -0.733  5.605  2.922  0.00
H  2.073  3.619  2.937  0.00
H  2.357  4.580  0.757  0.00
H  0.651  6.226  -0.054  0.00
H  -1.238  6.903  1.310  0.01
H  -1.598  5.891  3.501  0.00
C  -5.068  4.181  1.967  0.27
Br  -4.321  5.943  1.563  0.18
Br  -7.028  4.172  1.440  0.30
Br  -4.632  3.660  3.815  0.23
H  -4.575  3.414  1.370  0.01

Values from the calculation:
Charge: -2
2S+1: 2
F_max, hartree/bohr: 0.1003

Summary of energy in hartree
-5515.55490 -11183.67418
(order as listed above)